# 1
Here is a molecular structure, C6H3O3 in a non-equilibrium geometry from OMol25. Energies are from the ωB97M-V functional and the def2-TZVPD basis.

## Properties
- Total charge: -1
- M: 123.1 g/mol
- ΔE to the lowest compared entry with this formula, charge and spin: 40.4 kcal per mole
- Kohn-Sham gap: 6.81 eV

Element x y z (Å)
C (1.650, 0.203, 0.016)
C (1.121, -1.095, 0.219)
C (0.829, 1.167, -0.397)
C (-0.249, -1.264, 0.047)
C (-2.025, 0.764, 0.191)
C (-0.871, 0.087, -0.228)
O (-2.717, 1.328, 0.981)
O (-2.029, 0.447, -1.101)
O (-0.936, -2.300, 0.125)
H (2.717, 0.362, 0.154)
H (1.746, -1.919, 0.516)
H (0.763, 2.220, -0.524)

# 2
Here is a molecular structure, C6H4 in a non-equilibrium geometry from OMol25. Energies are from the ωB97M-V functional and the def2-TZVPD basis.

## Properties
- Total charge: 0
- M: 76.1 g/mol
- ΔE to the lowest compared entry with this formula, charge and spin: 119.6 kcal per mole
- Kohn-Sham gap: 8.75 eV

Element x y z (Å)
C (-2.996, 0.668, -0.500)
C (-2.963, -0.639, 0.471)
C (-1.745, 0.693, -0.008)
C (-1.683, -0.822, -0.080)
C (-0.220, 0.767, 0.158)
C (-0.221, -0.782, -0.172)
H (0.374, 1.463, -0.462)
H (0.086, 1.057, 1.135)
H (0.466, -1.469, 0.427)
H (0.092, -0.901, -1.151)

# 3
Here is 13 unconnected molecules or ions with the total composition C6H40N2O12 in a non-equilibrium geometry from OMol25. Energies are from the ωB97M-V functional and the def2-TZVPD basis.

## Properties
- Total charge: 0
- M: 332.4 g/mol
- ΔE to the lowest compared entry with this formula, charge and spin: 57.7 kcal per mole
- Kohn-Sham gap: 8.89 eV

Element x y z (Å)
C (3.062, -0.241, 1.426)
C (1.950, 0.241, 0.498)
C (0.623, -0.502, 0.627)
C (0.788, -1.999, 0.223)
C (1.205, -2.182, -1.261)
N (-0.014, -2.310, -2.108)
C (-0.668, -3.651, -1.987)
N (1.746, 1.698, 0.764)
H (2.976, 0.218, 2.412)
H (4.063, -0.067, 1.026)
H (3.092, -1.318, 1.585)
H (2.275, 0.165, -0.537)
H (0.180, -0.467, 1.626)
H (-0.139, -0.128, -0.065)
H (1.591, -2.365, 0.861)
H (-0.146, -2.507, 0.439)
H (1.739, -1.288, -1.545)
H (1.737, -3.130, -1.397)
H (0.318, -2.235, -3.064)
H (-0.824, -3.772, -0.923)
H (-1.631, -3.492, -2.448)
H (-0.047, -4.423, -2.440)
H (2.629, 2.037, 1.146)
H (1.192, 1.783, 1.619)
H (0.618, 1.866, -1.943)
H (2.065, 2.176, -1.981)
O (1.431, 1.552, -2.350)
H (-0.434, 2.238, 0.916)
H (-0.607, 3.531, 0.162)
O (-1.078, 2.875, 0.729)
H (-2.591, 1.771, -2.207)
H (-2.556, 2.132, -0.649)
O (-2.154, 2.261, -1.516)
H (-0.714, 0.388, 3.765)
H (-0.079, -0.744, 4.272)
O (-0.965, -0.552, 3.924)
H (-1.373, -3.000, 4.336)
H (-0.337, -3.655, 3.411)
O (-0.915, -3.821, 4.156)
H (-1.449, -1.229, -1.939)
H (-1.402, 0.174, -1.412)
O (-1.840, -0.349, -2.089)
H (0.379, 1.973, 4.906)
H (-0.131, 2.758, 3.759)
O (0.193, 1.882, 3.962)
H (0.155, -0.486, -5.270)
H (-0.259, -0.246, -3.867)
O (-0.460, 0.050, -4.762)
H (-0.460, 4.841, -1.276)
H (-0.891, 3.308, -1.669)
O (-0.165, 3.943, -1.438)
H (-3.156, 3.244, 1.142)
H (-3.095, 1.913, 1.764)
O (-3.730, 2.499, 1.350)
H (-3.112, -1.164, 2.642)
H (-2.106, -0.067, 2.094)
O (-2.839, -0.640, 1.889)
H (2.092, -0.457, -4.562)
H (2.000, -0.193, -3.031)
O (2.269, -0.836, -3.700)

# 4
Here is 13 unconnected molecules or ions with the total composition C6H40N2O12 in a non-equilibrium geometry from OMol25. Energies are from the ωB97M-V functional and the def2-TZVPD basis.

## Properties
- Total charge: +1
- Spin multiplicity: 2
- M: 332.4 g/mol
- ΔE to the lowest compared entry with this formula, charge and spin: 0.0 kcal per mole
- Kohn-Sham gap (alpha / beta): 11.04 / 4.99 eV

Element x y z (Å)
C (0.410, -0.601, 2.290)
N (-0.287, -0.001, 1.123)
C (0.423, 1.198, 0.597)
C (-0.364, 1.778, -0.591)
C (-0.493, 0.779, -1.742)
C (0.339, 3.059, -1.042)
C (0.073, -2.112, 2.366)
N (0.589, -2.812, 1.173)
H (0.086, -0.017, 3.137)
H (1.534, -0.447, 2.200)
H (-0.363, -0.679, 0.346)
H (0.493, 1.940, 1.427)
H (1.410, 0.906, 0.245)
H (-1.404, 2.021, -0.273)
H (-1.262, 0.011, -1.573)
H (-0.828, 1.282, -2.653)
H (0.471, 0.245, -1.907)
H (1.307, 2.866, -1.406)
H (-0.297, 3.529, -1.803)
H (0.439, 3.769, -0.204)
H (0.513, -2.547, 3.344)
H (-0.993, -2.300, 2.449)
H (0.533, -3.796, 1.272)
H (1.581, -2.535, 1.012)
H (3.858, 3.010, -0.526)
H (3.600, 1.665, -1.233)
O (4.092, 2.102, -0.458)
H (3.446, -1.925, 0.000)
H (3.403, -0.976, 1.271)
O (3.344, -1.886, 0.998)
H (-3.155, 3.504, -0.495)
H (-3.391, 2.566, 0.678)
O (-3.773, 2.816, -0.117)
H (-4.206, 1.209, -0.716)
H (-3.924, -0.064, 0.097)
O (-4.237, 0.224, -0.703)
H (0.340, -2.158, -0.884)
H (0.732, -3.115, -2.066)
O (0.755, -2.133, -1.789)
H (-3.125, -1.660, 1.233)
H (-2.259, -0.401, 1.512)
O (-3.195, -0.700, 1.599)
H (1.758, 0.651, -2.225)
H (2.794, 0.998, -3.318)
O (2.732, 0.839, -2.404)
H (2.397, -1.832, -1.700)
H (3.386, -0.749, -1.939)
O (3.395, -1.655, -1.704)
H (-3.203, 1.289, 2.440)
H (-1.792, 1.376, 1.890)
O (-2.606, 1.912, 2.099)
H (-3.360, -0.924, -1.652)
H (-3.512, -2.074, -2.599)
O (-2.869, -1.635, -2.029)
H (3.642, 1.192, 0.947)
H (4.155, 0.772, 2.319)
O (3.453, 0.690, 1.720)
H (-1.497, -2.956, 0.350)
H (-2.628, -2.579, -0.656)
O (-2.460, -2.929, 0.271)

Question: What is the formula in the fourth record?
Answer: C6H40N2O12